# C11H30CrF3N10O23S

A structure of composition C11H30CrF3N10O23S in a non-equilibrium geometry (ωB97M-V with the def2-TZVPD basis set, the Open Molecules 2025 dataset).

```
79
Properties=species:S:1:pos:R:3:mulliken_spin:R:1
Cr 3.286 1.173 3.323 4.0066
C 1.186 -0.792 -0.138 -0.0016
F 0.333 -1.511 0.542 -0.0015
F 2.396 -1.334 -0.148 -0.0011
F 0.800 -0.731 -1.414 -0.0011
S 1.223 0.960 0.553 0.0193
O 1.743 1.858 -0.459 -0.0006
O -0.120 1.298 0.978 0.0068
O 2.102 0.959 1.743 -0.0317
C 3.643 4.330 0.241 -0.0011
N 3.425 3.958 1.659 -0.0133
O 2.749 4.667 2.337 0.0098
O 3.866 2.876 2.046 0.0087
H 2.825 5.015 0.057 -0.0001
H 3.696 3.447 -0.384 0.0002
H 4.574 4.895 0.165 0.0002
C 4.795 0.205 -1.685 0.0002
N 5.251 0.891 -0.450 0.0005
O 6.159 1.681 -0.578 -0.0002
O 4.686 0.678 0.613 0.0015
H 4.656 -0.841 -1.425 0.0001
H 5.637 0.231 -2.370 0.0001
H 3.948 0.730 -2.115 -0.0002
C -3.822 -4.113 0.051 0.0000
N -2.683 -3.404 0.671 0.0000
O -2.758 -3.132 1.849 -0.0001
O -1.732 -3.091 -0.026 0.0001
H -4.726 -3.873 0.601 0.0000
H -3.613 -5.178 0.146 0.0000
H -3.866 -3.810 -0.987 0.0000
C 1.392 1.941 -3.715 -0.0004
N 1.813 3.361 -3.472 0.0001
O 1.045 4.232 -3.794 0.0000
O 2.845 3.541 -2.849 -0.0001
H 2.271 1.381 -4.017 0.0000
H 0.525 1.873 -4.362 0.0000
H 1.091 1.577 -2.734 0.0004
C -0.267 4.468 -0.166 -0.0001
N -1.046 4.459 -1.437 -0.0002
O -1.475 3.416 -1.890 0.0000
O -1.309 5.538 -1.916 0.0000
H 0.786 4.472 -0.412 0.0000
H -0.577 3.549 0.323 0.0002
H -0.588 5.317 0.428 0.0001
C -3.071 2.696 2.709 -0.0001
N -4.260 1.816 2.752 0.0000
O -5.342 2.362 2.736 0.0000
O -4.094 0.627 2.881 0.0000
H -2.596 2.616 1.734 0.0001
H -2.316 2.317 3.394 -0.0002
H -3.351 3.696 3.019 0.0000
C -2.382 0.177 -0.480 -0.0013
N -3.646 -0.573 -0.689 0.0000
O -4.321 -0.791 0.287 0.0000
O -3.963 -0.820 -1.841 0.0000
H -2.080 0.756 -1.352 0.0000
H -1.651 -0.632 -0.465 0.0002
H -2.489 0.847 0.356 0.0003
C -1.170 -1.428 3.611 -0.0011
N -0.076 -0.402 3.776 -0.0068
O 1.090 -0.770 3.603 0.0016
O -0.386 0.752 3.968 0.0054
H -0.670 -2.388 3.713 0.0002
H -1.465 -1.345 2.566 0.0002
H -1.973 -1.287 4.322 0.0001
C 1.200 -5.362 0.850 0.0000
N 0.180 -5.996 1.758 0.0000
O -0.625 -6.755 1.268 0.0000
O 0.235 -5.716 2.940 0.0000
H 2.201 -5.330 1.266 0.0000
H 0.860 -4.325 0.869 0.0000
H 1.037 -5.866 -0.094 0.0000
C -1.348 -3.083 -3.546 0.0000
N -1.833 -4.492 -3.586 0.0000
O -1.501 -5.167 -4.548 0.0000
O -2.571 -4.853 -2.691 0.0000
H -2.243 -2.472 -3.633 0.0000
H -0.581 -2.999 -4.305 0.0000
H -0.966 -2.977 -2.531 0.0000
```

As for the energy above the lowest of the compared OMol25 structures with the same formula, charge and spin: 69.8 kJ/mol. The HOMO-LUMO gap (spin up / spin down) is 0.21502 / 0.25073 Eh. The value obtained for the HOMO energy (spin up / spin down) is -12.92 / -12.92 eV. As for the spin multiplicity: 5. Its charge is +1.

***

# C49H53N9OP3SV

A structure of composition C49H53N9OP3SV in a non-equilibrium geometry (ωB97M-V with the def2-TZVPD basis set, the Open Molecules 2025 dataset).

```
117
Properties=species:S:1:pos:R:3:mulliken_spin:R:1
V 1.976 0.068 1.409 2.0303
C 6.321 -2.529 2.846 -0.0010
N 4.856 -2.303 2.909 0.0061
C 3.920 -2.928 3.751 -0.0159
C 2.739 -2.302 3.446 0.0235
N 2.949 -1.253 2.519 0.0283
C 4.249 -1.363 2.172 0.0302
P 5.052 -0.410 0.827 -0.0263
C 3.943 -1.080 -0.416 0.0131
N 2.577 -1.067 -0.281 -0.0997
C 2.085 -1.561 -1.495 0.0149
C 3.098 -1.839 -2.368 -0.0055
N 4.261 -1.488 -1.708 0.0074
C 5.631 -1.452 -2.224 0.0003
C 2.367 2.801 0.898 0.0400
N 2.431 1.631 0.202 0.0385
C 2.976 2.069 -1.026 0.0402
C 3.228 3.404 -1.022 -0.0041
N 2.815 3.914 0.219 0.0010
C 2.711 5.316 0.566 -0.0006
H 6.608 -2.876 1.823 0.0008
H 6.582 -3.274 3.606 -0.0004
H 6.815 -1.549 2.992 0.0006
H 4.049 -3.885 4.220 -0.0004
H 1.774 -2.563 3.821 0.0179
H 1.052 -1.497 -1.645 0.0033
H 3.042 -2.265 -3.367 0.0001
H 6.136 -2.349 -1.779 0.0002
H 6.123 -0.575 -1.854 0.0002
H 5.611 -1.495 -3.316 -0.0003
H 3.048 1.428 -1.883 0.0041
H 3.687 3.945 -1.805 -0.0003
H 2.180 5.926 -0.166 -0.0001
H 3.743 5.762 0.609 0.0002
H 2.358 5.352 1.610 0.0002
C -5.491 4.753 -4.064 0.0000
S -6.578 3.616 -3.105 0.0000
C -5.593 2.127 -3.103 0.0001
C -4.362 1.943 -2.142 0.0002
C -3.474 0.788 -2.598 0.0008
N -2.375 0.667 -1.636 0.0041
P -0.874 0.844 -2.021 0.0417
C -0.672 2.586 -2.603 0.0012
C -0.541 3.481 -1.457 0.0000
C -0.227 4.813 -1.609 -0.0015
C 0.010 5.268 -2.929 0.0004
C -0.228 4.485 -4.037 -0.0002
C -0.581 3.103 -3.898 0.0000
C -0.254 -0.031 -3.457 -0.0005
C -0.939 -1.182 -3.911 0.0002
C -0.554 -1.842 -5.056 -0.0014
C 0.445 -1.329 -5.854 0.0008
C 1.248 -0.318 -5.364 -0.0003
C 0.903 0.391 -4.174 0.0001
P -0.437 -0.996 2.073 -0.0332
C -2.191 -0.513 1.735 0.0264
C -2.913 -1.249 0.831 -0.0163
C -4.295 -1.185 0.791 0.0059
C -5.014 -0.425 1.671 -0.0041
C -4.308 0.419 2.503 0.0076
C -2.921 0.363 2.584 -0.0021
C -0.025 -0.174 3.626 0.3485
C 0.326 1.251 3.582 -0.0106
C 0.835 1.701 4.898 0.3403
C 0.921 0.869 5.977 -0.1399
C 0.304 -0.375 6.022 0.4034
C -0.243 -0.861 4.816 -0.1634
H -5.945 5.758 -4.085 0.0000
H -5.297 4.388 -5.098 0.0000
H -4.528 4.816 -3.461 0.0000
H -5.293 2.022 -4.120 0.0000
H -6.236 1.317 -2.847 0.0000
H -4.745 1.743 -1.098 -0.0001
H -3.859 2.929 -2.083 -0.0002
H -3.102 1.092 -3.595 0.0002
H -3.996 -0.135 -2.687 0.0002
H -0.822 2.994 -0.480 0.0011
H -0.023 5.494 -0.757 -0.0001
H 0.510 6.217 -3.091 0.0001
H 0.103 4.888 -4.976 0.0000
H -0.746 2.410 -4.743 0.0000
H -1.849 -1.586 -3.326 0.0000
H -1.060 -2.809 -5.320 -0.0001
H 0.646 -1.814 -6.825 0.0000
H 2.181 -0.083 -5.843 -0.0001
H 1.522 1.235 -3.832 0.0001
H -2.423 -1.896 0.158 -0.0020
H -4.867 -1.690 0.019 0.0004
H -6.098 -0.503 1.754 -0.0001
H -4.915 1.127 3.092 0.0004
H -2.379 0.932 3.376 -0.0119
H -0.490 1.945 3.172 0.0740
H 1.204 2.720 4.973 0.0107
H 1.572 1.223 6.749 0.0008
H 0.287 -0.988 6.947 0.0164
H -0.786 -1.849 4.848 -0.0006
O 1.368 3.824 2.763 -0.0106
C 1.700 2.783 2.192 0.0239
N 1.354 1.505 2.518 -0.0479
C 0.311 -3.811 0.051 -0.0071
C -0.788 -4.386 0.797 0.0019
C -1.391 -5.624 0.480 -0.0004
C -2.347 -6.172 1.301 0.0007
C -2.813 -5.479 2.409 -0.0003
C -2.208 -4.325 2.821 0.0003
C -2.329 -3.720 4.221 -0.0028
C -1.226 -3.659 1.969 -0.0010
N -0.566 -2.551 2.365 -0.0047
H 1.357 -4.034 0.463 -0.0010
H 0.222 -2.718 0.077 0.0046
H 0.336 -4.153 -0.980 0.0005
H -0.953 -6.180 -0.318 -0.0001
H -2.804 -7.149 1.075 0.0002
H -3.621 -5.976 3.006 -0.0002
H -2.941 -4.391 4.831 -0.0001
H -2.763 -2.729 4.216 0.0013
H -1.360 -3.649 4.744 -0.0012
```

As for the energy above the lowest of the compared OMol25 structures with the same formula, charge and spin: 282.4 kJ/mol. The HOMO-LUMO gap (spin up / spin down) is 0.19713 / 0.18206 Eh. The value obtained for the HOMO energy (spin up / spin down) is -3.55 / -3.54 eV. As for the spin multiplicity: 4. Its charge is -1.